# 1
C30H19F5IN3O3ReS2 | ωB97M-V with the def2-TZVPD basis set

Last column: natural (NBO) charge in e.
CARTESIAN COORDINATES (ANGSTROEM)
Re -0.11100 0.07510 0.26153  1.604
S 6.90950 -1.39960 -0.01421  0.495
C 7.23094 -3.06257 -0.03180  -0.365
C 6.08990 -3.81349 -0.02132  -0.249
C 4.93005 -3.01983 0.00192  -0.203
C 5.18955 -1.66769 0.00888  -0.294
C 4.26169 -0.55210 0.03405  0.024
C 2.87378 -0.76914 0.09844  0.093
N 1.97268 0.20720 0.12130  -0.508
C 2.41128 1.49660 0.05422  0.114
C 3.76947 1.82355 0.01378  0.019
C 4.12877 3.21233 -0.01890  -0.164
C 3.18698 4.18235 -0.02591  -0.158
C 1.78839 3.86138 -0.01323  -0.071
C 0.76262 4.81215 -0.02392  -0.071
C -0.57671 4.41887 -0.02600  -0.081
C -0.83532 3.03710 -0.01646  0.115
N 0.12210 2.11374 0.02583  -0.508
C 1.42760 2.51126 0.02283  0.216
C -1.67333 5.36500 -0.02609  -0.200
C -3.02813 5.11835 0.03032  -0.218
C -3.80681 6.28772 0.02331  -0.248
C -3.04260 7.41947 -0.03773  -0.365
S -1.38407 7.07908 -0.08761  0.479
C 4.69228 0.77444 0.00852  -0.115
H 8.25034 -3.41476 -0.05232  0.266
H 6.09316 -4.89287 -0.03008  0.248
H 3.93248 -3.43797 0.00243  0.209
H 2.48671 -1.77869 0.14100  0.212
H 5.18022 3.46807 -0.03501  0.246
H 3.47445 5.22548 -0.04425  0.249
H 1.01812 5.86437 -0.02815  0.246
H -1.85272 2.67418 -0.03224  0.240
H -3.45889 4.12823 0.08624  0.226
H -4.88532 6.30178 0.06397  0.249
H -3.38394 8.44262 -0.05781  0.265
H 5.74986 1.00229 -0.02269  0.244
C -1.33575 0.23298 3.14338  -0.759
C -0.07653 0.44812 2.36426  0.436
O 0.96948 0.81138 2.80556  -0.485
H -1.09229 0.00418 4.18169  0.268
H -1.97386 -0.53417 2.70841  0.245
H -1.89122 1.17428 3.13098  0.284
F -7.49397 -0.08380 -0.26343  -0.254
C -6.17838 -0.06940 -0.19700  0.302
C -5.43489 -1.11079 -0.73894  0.278
F -6.04890 -2.12458 -1.32344  -0.261
C -4.05534 -1.09134 -0.66526  0.338
F -3.34387 -2.10008 -1.17036  -0.297
C -3.36061 -0.04190 -0.04978  0.169
O -2.04071 -0.03574 0.01563  -0.723
C -4.14377 0.99022 0.48173  0.274
F -3.50718 2.03358 1.05364  -0.316
C -5.52136 0.99184 0.41048  0.284
F -6.20529 2.01025 0.91070  -0.266
N 0.42813 -2.90098 2.39166  -0.743
C -0.01321 -3.04263 1.15671  0.709
O -0.14327 -2.08574 0.34946  -0.694
C -0.32878 -4.41444 0.62841  -0.644
I -0.90105 -5.86045 2.10912  0.195
H 0.68580 -1.99702 2.75330  0.418
H 0.48470 -3.69988 3.00918  0.444
H 0.55344 -4.81346 0.12978  0.275
H -1.12803 -4.33159 -0.10136  0.278

Summary:
LUMO energy (alpha / beta) (eV): -6.85 / -7.83
Spin multiplicity: 4
Molecular weight (g mol⁻¹): 941.7
Total energy (eV): -87505.349
Total charge: +2

# 2
C30H20Cl5IrN5O4S2 | ωB97M-V with the def2-TZVPD basis set

Last column: natural (NBO) charge in e.
CARTESIAN COORDINATES (ANGSTROEM)
Ir -1.68090 0.01210 0.61794  0.943
Cl 1.51187 -0.62393 2.67828  0.025
C 0.55553 -1.95809 2.11152  -0.098
C -0.61143 -1.70158 1.40178  -0.248
C -1.19436 -2.81907 0.83017  -0.113
Cl -2.51780 -2.46333 -0.25737  0.090
C -0.75437 -4.12313 0.98623  -0.090
Cl -1.56347 -5.43241 0.21412  0.045
C 0.37460 -4.34302 1.77213  -0.103
Cl 0.95650 -5.94633 2.01937  0.039
C 1.04177 -3.25068 2.32365  -0.089
Cl 2.47512 -3.51604 3.24613  0.041
C -0.86969 1.05419 3.60126  -0.510
C -0.95233 2.02441 2.67332  0.109
C -0.52351 3.37618 3.04003  -0.239
C -0.70364 4.43246 2.23960  -0.183
C -1.37566 4.26754 0.97044  -0.156
C -1.69561 5.34729 0.14621  -0.196
C -2.36571 5.15152 -1.04563  -0.252
C -2.71938 3.85943 -1.42411  -0.214
C -2.39149 2.77336 -0.62995  -0.216
S -2.78974 1.12681 -1.05262  -0.128
C -1.70897 2.95815 0.58093  0.236
N -1.39236 1.85412 1.35621  -0.527
H -0.47101 1.30210 4.57398  0.195
H 1.27230 3.07636 1.42089  0.520
H -1.19312 0.04100 3.43039  0.204
H -0.06775 3.48254 4.01613  0.215
H -0.38660 5.42347 2.54191  0.210
H -1.41402 6.34423 0.46482  0.200
H -2.61995 5.99216 -1.67788  0.203
H -3.25494 3.68705 -2.34947  0.211
C 3.11662 -5.31847 -4.13104  -0.631
C 2.59537 -4.02614 -3.56626  -0.009
C 2.02786 -3.98165 -2.29410  -0.155
C 1.56139 -2.79197 -1.76438  -0.181
C 1.66463 -1.63131 -2.51931  -0.356
C 2.21674 -1.64836 -3.78884  -0.169
C 2.68028 -2.84906 -4.30410  -0.221
S 1.07680 -0.11868 -1.83139  2.360
O 0.98373 0.84160 -2.88974  -0.926
O -0.07033 -0.51970 -1.04482  -0.959
N 2.23362 0.30978 -0.76778  -0.887
C 3.28651 1.23121 -1.18302  -0.211
C 2.90686 2.70487 -1.30821  -0.538
C 2.51808 3.33886 0.00080  0.799
O 3.00474 4.33959 0.45987  -0.596
O 1.55576 2.63315 0.60110  -0.703
H 2.73256 -6.17363 -3.57722  0.219
H 4.20686 -5.34910 -4.07940  0.222
H 2.83387 -5.43229 -5.17778  0.219
H 1.93988 -4.89215 -1.71391  0.211
H 1.10782 -2.76083 -0.78131  0.241
H 2.25814 -0.73559 -4.36644  0.239
H 3.10354 -2.87360 -5.30088  0.211
H 1.84464 0.45743 0.15873  0.448
H 3.66074 0.88535 -2.14789  0.213
H 4.10433 1.11682 -0.46926  0.212
H 2.07687 2.80966 -2.00938  0.264
H 3.76242 3.26016 -1.69184  0.231
N -3.17647 -0.20335 1.83108  -0.415
C -4.20210 -0.36514 2.33909  0.495
C -5.42293 -0.58883 2.95424  -0.592
C -6.59537 -0.65616 2.16572  0.313
N -7.55397 -0.71077 1.52555  -0.392
C -5.47990 -0.77719 4.35460  0.314
N -5.52947 -0.93334 5.49712  -0.395

Summary:
LUMO energy (eV): 1.81
Molecular weight (g mol⁻¹): 948.1
Total energy (eV): -134198.343
Energy above the lowest of the compared OMol25 structures with the same formula, charge and spin (eV): 2.557
Total charge: -1

# 3
C30H20Cl5N5O2SeZn | ωB97M-V with the def2-TZVPD basis set

Last column: natural (NBO) charge in e.
CARTESIAN COORDINATES (ANGSTROEM)
Zn -2.41169 -2.56555 -0.14042  1.566
C 3.77739 9.20576 -1.06433  -0.254
O 2.53174 8.92452 -0.45991  -0.487
C 2.13217 7.63307 -0.39892  0.315
C 0.86529 7.40914 0.14167  -0.266
C 0.34417 6.13597 0.17905  -0.158
C 1.07551 5.04735 -0.30856  0.012
C 2.36693 5.27171 -0.78599  -0.127
C 2.89394 6.54946 -0.82976  -0.328
N 0.41858 3.81185 -0.29612  -0.203
N 1.08750 2.85549 -0.73291  -0.167
C 0.52356 1.59107 -0.77876  0.021
C 1.44745 0.56309 -0.92369  -0.112
C 1.09520 -0.77664 -0.96772  -0.352
C -0.23387 -1.17222 -0.87345  0.465
O -0.59971 -2.41821 -0.85735  -0.922
C -1.22897 -0.13222 -0.78685  0.066
N -2.52134 -0.55068 -0.72023  -0.571
C -3.48511 0.33535 -0.60716  0.069
C -3.23679 1.70908 -0.59449  -0.265
C -1.94310 2.15922 -0.68060  -0.106
C -0.87296 1.23883 -0.74397  -0.072
H 3.85383 10.28913 -1.09602  0.201
H 3.83032 8.80941 -2.08180  0.179
H 4.60818 8.80397 -0.47767  0.177
H 0.31015 8.25759 0.51978  0.225
H -0.64482 5.95443 0.58012  0.220
H 2.94761 4.42362 -1.12174  0.224
H 3.90166 6.69691 -1.19473  0.218
H 2.49272 0.84410 -0.95760  0.223
H 1.85395 -1.54542 -1.05080  0.220
H -4.49540 -0.04970 -0.53436  0.208
H -4.06023 2.40449 -0.51602  0.227
H -1.71707 3.21050 -0.67925  0.250
Cl -5.33992 -2.73591 0.39662  -0.004
C -4.43455 -2.63416 1.87159  0.026
C -3.04780 -2.57825 1.75949  -0.611
C -2.33732 -2.50963 2.94499  -0.076
Cl -0.60357 -2.44620 2.84593  -0.003
C -2.95451 -2.48310 4.19388  -0.094
Cl -2.01912 -2.39338 5.63372  0.052
C -4.34550 -2.52637 4.26300  -0.086
Cl -5.13159 -2.47203 5.78995  0.057
C -5.09770 -2.61004 3.09205  -0.134
Cl -6.81396 -2.67196 3.16759  0.051
C -0.17007 -5.01327 -2.87358  -0.416
N 0.16384 -5.10089 -1.47102  -0.375
C -0.71759 -5.12489 -0.45164  0.318
Se -2.55457 -5.23416 -0.57868  -0.312
N -0.02025 -5.06707 0.69663  -0.536
C 1.32808 -4.91489 0.42843  0.112
C 2.43561 -4.75124 1.24354  -0.220
C 3.66571 -4.62683 0.61918  -0.207
C 3.78338 -4.67065 -0.77133  -0.212
C 2.67512 -4.82887 -1.58716  -0.237
C 1.44402 -4.94579 -0.96166  0.178
H -1.24901 -5.07376 -2.97404  0.253
H 0.29148 -5.83659 -3.41889  0.209
H 0.17642 -4.05829 -3.26918  0.221
H -0.45121 -4.99072 1.60306  0.448
H 2.33912 -4.70791 2.32033  0.230
H 4.55509 -4.48515 1.21799  0.222
H 4.76082 -4.57680 -1.22527  0.221
H 2.76279 -4.85572 -2.66498  0.226

Summary:
LUMO energy (eV): -0.41
Molecular weight (g mol⁻¹): 804.1
Total energy (eV): -219357.948
Energy above the lowest of the compared OMol25 structures with the same formula, charge and spin (eV): 0.000